Entry from OMol25: C16H18CrN4O5 as an isolated structure (ωB97M-V/def2-TZVPD).

Its HOMO energy (alpha / beta) is -0.3956 / -0.3960 Ha. Its expectation value of S² is 3.774. The frontier orbital gap (alpha / beta) comes out at 7.37 / 7.04 eV. For the energy, the calculation gives -2260.05670 a.u. The energy above the lowest of the compared OMol25 structures with the same formula, charge and spin is 0.0000 eV.

Structure (ORCA input):
```
! RIJCOSX wB97M-V def2-TZVPD def2/J DEFGRID3
* xyz 1 4
Cr 0.108 -0.568 0.003
C 2.814 -0.408 1.270
C 1.871 0.535 2.003
N 0.478 0.010 2.018
C -0.475 1.087 2.371
C -0.680 1.982 1.173
C -1.256 3.237 1.217
C -1.521 3.880 0.014
C -1.242 3.252 -1.192
C -0.667 1.995 -1.157
C -0.455 1.114 -2.363
N 0.470 0.012 -2.014
C 1.880 0.490 -2.005
C 2.780 -0.507 -1.297
N 2.196 -0.886 0.011
N -0.352 1.423 0.006
H 3.034 -1.277 1.891
H 3.761 0.098 1.077
H 1.838 1.495 1.485
H 2.225 0.723 3.019
H 0.394 -0.745 2.694
H -0.132 1.655 3.240
H -1.435 0.628 2.615
H -1.512 3.694 2.162
H -1.972 4.863 0.017
H -1.486 3.719 -2.135
H -0.086 1.688 -3.217
H -1.419 0.678 -2.633
H 0.361 -0.741 -2.688
H 1.888 1.442 -1.471
H 2.232 0.680 -3.022
H 3.784 -0.096 -1.183
H 2.867 -1.415 -1.896
H 2.152 -1.901 0.049
O -3.930 -5.050 -0.008
C -3.131 -4.167 -0.010
C -1.591 -4.317 -0.018
O -0.965 -5.343 -0.023
C -1.098 -2.935 -0.009
C -2.112 -2.016 -0.001
O -1.807 -0.729 0.008
C -3.438 -2.650 -0.002
O -4.523 -2.132 0.009
O 0.153 -2.493 -0.008
*
```